[1]
116
Properties=species:S:1:pos:R:3:forces:R:3:lowdin_charge:R:1 method="wB97M-V/def2-TZVPD" s2=0.76 de_lowest_kj_mol=180.9 e_homo_ev="-2.0 / -2.0" homo_lumo_gap_ha="0.194 / 0.181" fmax_ev_per_a=1.4 multiplicity=2 energy_ha=-7591.07761 charge=-2
Y -0.1035 0.0929 0.0768 -0.48 0.28 -0.33 1.235
C 1.6946 1.2250 -10.0314 -0.14 0.00 -0.11 -0.117
O 2.6184 1.0750 -8.9879 0.16 -0.07 0.40 -0.102
C 2.1417 0.8327 -7.7144 0.08 0.05 0.02 -0.276
C 0.8232 0.5288 -7.4105 0.01 -0.02 -0.40 -0.027
C 0.4508 0.3283 -6.0908 0.15 0.04 0.20 -0.014
C 1.3640 0.4518 -5.0513 -0.06 -0.11 -0.13 -0.210
C 2.6924 0.7271 -5.3685 -0.12 -0.08 -0.08 -0.023
C 3.0749 0.9097 -6.6816 0.03 0.01 -0.32 -0.001
C 0.8689 0.3666 -3.6565 -0.09 0.34 0.47 -0.087
C 0.8365 1.5615 -2.9322 -0.18 -0.31 -0.34 -0.273
C 1.3548 2.8056 -3.4352 -0.10 0.20 0.13 -0.018
C 1.2863 3.6967 -2.4178 0.10 -0.05 -0.31 -0.035
C 0.6492 3.0255 -1.3148 -0.18 -0.16 0.20 -0.283
N 0.3946 1.7338 -1.6533 -0.03 0.05 0.07 0.032
C 0.2259 3.5958 -0.0863 -0.53 -0.36 -0.37 -0.098
C -0.9469 3.1139 0.5461 0.08 -0.03 -0.35 -0.269
C -1.8775 3.9840 1.2188 -0.26 -0.06 0.17 -0.006
C -3.0450 3.2971 1.3270 0.15 0.21 0.03 -0.004
C -2.8058 1.9826 0.7966 -0.28 -0.30 -0.21 -0.222
C -3.7539 0.9590 0.6977 0.51 0.05 0.11 -0.076
C -5.1714 1.2600 0.9769 -0.04 0.15 0.14 -0.214
C -5.6757 1.5523 2.2331 0.12 -0.10 -0.21 -0.025
C -7.0198 1.8421 2.4120 -0.45 0.16 0.15 -0.026
C -7.8811 1.8562 1.3239 -0.01 -0.01 -0.11 -0.278
O -9.2268 2.1511 1.3820 0.32 -0.12 -0.21 -0.102
C -9.7716 2.4518 2.6373 -0.05 0.04 0.18 -0.116
C -7.3822 1.5604 0.0569 -0.24 0.06 0.10 -0.006
C -6.0487 1.2639 -0.1088 -0.09 0.04 0.16 -0.011
C -3.4877 -0.3525 0.2699 0.24 -0.12 -0.11 -0.247
N -2.3426 -0.7697 -0.3141 -0.11 0.21 0.03 0.031
C -2.4024 -2.1245 -0.3842 -0.02 0.01 -0.35 -0.279
C -1.4543 -2.9405 -1.0260 -0.11 0.55 -0.11 -0.074
C -1.3252 -4.3333 -0.5829 0.00 -0.21 0.23 -0.178
C -1.0923 -4.5181 0.7815 -0.03 0.03 -0.25 -0.005
C -0.7207 -5.7481 1.2871 0.13 -0.47 0.10 -0.007
C -0.5720 -6.8310 0.4294 -0.04 -0.01 -0.11 -0.273
O -0.1315 -8.0809 0.8039 -0.18 0.23 -0.28 -0.103
C 0.3504 -8.2391 2.1153 0.03 0.00 0.18 -0.105
C -0.8811 -6.6752 -0.9214 0.06 -0.23 0.06 -0.015
C -1.2583 -5.4436 -1.4182 -0.05 -0.04 0.04 -0.041
C -0.5548 -2.4060 -1.9666 -0.06 0.21 -0.01 -0.294
C 0.1567 -3.0986 -3.0062 0.05 0.00 0.01 -0.010
C 0.7160 -2.1466 -3.7960 -0.02 0.05 0.06 -0.005
C 0.4188 -0.8773 -3.1894 -0.10 -0.06 0.07 -0.251
N -0.3357 -1.0666 -2.0818 0.11 0.17 0.03 0.013
C -3.6404 -2.5905 0.1770 -0.01 0.09 0.03 -0.003
C -4.3410 -1.4833 0.5369 0.05 -0.09 0.00 -0.005
N -1.5205 1.9043 0.3446 -0.20 0.34 0.03 0.013
C 0.9450 4.6705 0.5999 0.06 0.44 0.22 -0.205
C 1.0505 4.5456 1.9945 0.08 0.04 -0.17 -0.038
C 1.8632 5.3707 2.7359 0.24 0.32 0.10 0.007
C 2.6369 6.3426 2.1077 -0.15 -0.13 0.03 -0.283
O 3.5080 7.0617 2.8977 -0.35 -0.20 0.01 -0.102
C 4.6623 7.5607 2.2698 0.13 0.13 -0.07 -0.107
C 2.4809 6.5402 0.7439 0.21 0.26 0.17 -0.044
C 1.6315 5.7302 0.0112 -0.21 -0.16 0.01 -0.060
H 2.2730 1.5266 -10.9062 -0.07 -0.03 0.06 0.085
H 0.9528 2.0000 -9.8096 0.01 -0.03 0.02 0.093
H 1.1708 0.2903 -10.2621 0.01 0.01 0.05 0.088
H 0.0739 0.4476 -8.1836 -0.03 0.01 -0.11 0.096
H -0.5791 0.1020 -5.8539 -0.08 0.00 0.02 0.124
H 3.4209 0.8100 -4.5763 0.06 0.05 0.12 0.081
H 4.1013 1.1279 -6.9314 0.15 0.05 -0.04 0.113
H 1.7261 2.9694 -4.4309 0.06 0.08 -0.04 0.106
H 1.6095 4.7163 -2.4675 0.05 0.10 0.07 0.081
H -1.6817 5.0076 1.4826 0.01 0.12 0.05 0.107
H -3.9872 3.6433 1.7121 -0.09 0.11 0.03 0.096
H -5.0145 1.5439 3.0873 0.09 -0.01 0.06 0.124
H -7.3738 2.0592 3.4079 -0.09 0.03 0.08 0.096
H -10.8268 2.6618 2.4620 0.06 0.00 0.08 0.086
H -9.2955 3.3329 3.0837 -0.04 -0.05 0.00 0.092
H -9.6807 1.6066 3.3299 0.00 0.06 -0.01 0.092
H -8.0584 1.5792 -0.7844 -0.09 0.00 -0.08 0.112
H -5.6612 1.0420 -1.0920 0.04 -0.03 -0.08 0.127
H -1.1368 -3.6699 1.4475 0.06 0.13 0.02 0.092
H -0.4990 -5.8205 2.3398 0.06 -0.04 0.11 0.098
H 0.7829 -9.2395 2.1495 -0.03 0.06 0.07 0.084
H -0.4557 -8.1667 2.8548 0.04 0.01 -0.03 0.090
H 1.1205 -7.5025 2.3613 -0.02 0.01 -0.04 0.098
H -0.7884 -7.5308 -1.5768 -0.02 -0.07 -0.01 0.108
H -1.5066 -5.3396 -2.4651 0.05 -0.01 -0.07 0.108
H 0.2191 -4.1595 -3.1376 0.02 -0.22 -0.01 0.088
H 1.3227 -2.2865 -4.6702 0.07 -0.06 -0.21 0.104
H -3.9458 -3.6192 0.2372 -0.03 -0.15 0.04 0.105
H -5.3126 -1.4365 0.9945 -0.17 -0.01 0.00 0.101
H 0.5278 3.7400 2.4879 0.03 -0.13 0.02 0.114
H 1.9526 5.2449 3.8042 0.06 -0.07 0.11 0.115
H 5.3550 7.8122 3.0739 0.01 0.02 -0.09 0.085
H 4.4540 8.4650 1.6845 0.01 -0.05 0.02 0.082
H 5.1159 6.8093 1.6170 -0.01 0.01 0.01 0.098
H 3.0382 7.3127 0.2344 0.03 0.08 -0.03 0.103
H 1.5119 5.9448 -1.0371 0.05 -0.05 -0.06 0.092
S 4.0949 3.5572 -0.5540 0.25 -0.17 -0.23 0.565
C 3.4492 2.0082 -0.5118 -0.27 -0.26 0.57 -1.853
S 2.4770 1.5535 0.8180 0.39 0.13 -0.02 0.487
S 3.8109 0.9340 -1.7420 0.20 0.26 0.10 0.612
O -0.9272 -1.4477 1.7156 -0.01 0.75 1.22 -0.289
N -1.0992 -1.1938 2.9542 0.09 -0.53 -0.51 0.000
N -0.5314 -0.1247 3.3677 0.01 -0.08 -1.22 -0.256
O 0.1485 0.6726 2.5768 -0.35 -0.04 -0.38 -0.311
C -0.5232 0.0775 4.7538 0.05 0.07 1.00 -0.180
C -1.4534 -0.5738 5.5621 -0.06 0.11 -0.08 -0.019
C -1.4113 -0.3887 6.9297 0.03 0.02 0.02 -0.101
C -0.4475 0.4307 7.4982 0.07 -0.01 0.16 -0.117
C 0.4949 1.0475 6.6928 -0.16 0.04 0.16 -0.091
C 0.4573 0.8824 5.3216 -0.04 0.04 -0.42 -0.005
H -2.1963 -1.2079 5.1068 -0.02 -0.06 -0.03 0.104
H -2.1284 -0.8946 7.5621 -0.08 -0.01 0.00 0.094
H -0.4298 0.5821 8.5684 0.03 -0.02 0.09 0.088
H 1.2603 1.6669 7.1375 0.07 0.06 -0.01 0.098
H 1.1773 1.3627 4.6769 0.03 -0.02 -0.10 0.113
Cl 4.4575 -2.0229 2.2902 0.24 -0.09 -0.16 -0.179
Ge 2.3240 -1.1875 2.2863 0.60 -0.19 0.95 0.048
Cl 1.7280 -1.8100 0.1066 0.58 -0.91 -0.33 0.092
Cl 1.4181 -3.0886 3.3201 -0.02 -0.26 0.07 -0.144



[2]
114
Properties=species:S:1:pos:R:3:forces:R:3:lowdin_charge:R:1 method="wB97M-V/def2-TZVPD" e_homo_ev=-4.9 homo_lumo_gap_ha=0.259 fmax_ev_per_a=0.6 energy_ha=-4294.23117 charge=-1
Li -0.7885 0.0110 -0.8599 -0.39 -0.18 0.24 0.547
C 4.4039 -0.3611 -2.0392 0.16 0.13 0.03 -0.032
N 3.0243 -0.7782 -1.9272 -0.11 -0.08 -0.04 -0.039
C 1.9784 0.0487 -1.6959 0.15 -0.03 -0.05 -0.466
N 0.8343 -0.5820 -1.8185 0.12 0.33 0.11 0.116
C 1.1356 -1.8702 -2.1365 0.40 -0.07 -0.04 -0.170
C 2.5038 -2.0305 -2.1852 -0.44 0.04 0.07 -0.102
C 3.2740 -3.2717 -2.2278 0.14 -0.13 0.01 -0.143
C 2.8689 -4.3381 -3.0345 0.04 0.09 -0.03 -0.015
C 3.5277 -5.5549 -2.9782 0.02 -0.04 -0.01 -0.082
C 4.6065 -5.7354 -2.1236 -0.03 -0.04 0.03 -0.104
C 5.0117 -4.6881 -1.3098 0.04 0.00 -0.02 -0.091
C 4.3551 -3.4694 -1.3627 -0.05 0.01 0.01 -0.046
C 0.0837 -2.8821 -2.3499 -0.07 -0.08 0.00 -0.184
C -0.2353 -3.7978 -1.3531 0.03 0.01 -0.04 -0.013
C -1.2381 -4.7341 -1.5579 -0.11 -0.05 0.02 -0.079
C -1.9243 -4.7645 -2.7633 -0.01 0.04 0.00 -0.103
C -1.6078 -3.8507 -3.7606 -0.02 -0.03 -0.06 -0.090
C -0.6136 -2.9072 -3.5549 0.02 0.00 0.00 -0.025
P 2.2778 1.7117 -1.0011 0.01 -0.16 0.34 1.187
C 2.1676 1.0309 0.7227 0.22 -0.41 -0.03 -0.423
N 1.9989 -0.2543 0.9501 -0.09 -0.02 -0.13 0.156
C 1.9728 -0.4229 2.3011 -0.04 0.50 -0.04 -0.174
C 2.1820 0.7970 2.9245 0.01 -0.57 -0.09 -0.106
N 2.3069 1.7083 1.8935 0.07 0.19 -0.08 -0.050
C 2.5293 3.1308 1.9833 -0.06 0.16 0.01 -0.031
C 2.4158 1.0703 4.3435 -0.02 0.15 0.17 -0.150
C 3.0367 0.0886 5.1273 0.01 0.08 -0.05 -0.029
C 3.2651 0.2919 6.4754 -0.02 0.02 0.04 -0.081
C 2.8983 1.4892 7.0768 0.01 -0.01 0.02 -0.102
C 2.2900 2.4714 6.3137 -0.02 0.08 0.03 -0.091
C 2.0409 2.2636 4.9651 -0.08 -0.10 -0.05 -0.041
C 1.5822 -1.7312 2.8437 -0.07 -0.05 0.05 -0.168
C 2.0089 -2.8990 2.2147 0.05 0.01 0.04 -0.032
C 1.5554 -4.1350 2.6494 0.01 0.00 -0.07 -0.092
C 0.6522 -4.2150 3.6994 -0.01 -0.06 0.06 -0.099
C 0.2168 -3.0549 4.3244 0.01 0.00 0.07 -0.084
C 0.6814 -1.8209 3.9038 0.15 -0.04 -0.06 -0.050
C 0.6052 2.4173 -1.0004 -0.04 0.23 0.07 -0.445
N -0.3491 1.9724 -0.2027 0.03 -0.21 -0.09 0.105
C -1.4423 2.7534 -0.4262 0.15 0.28 -0.18 -0.182
C -1.1314 3.7081 -1.3698 -0.05 -0.20 0.18 -0.112
N 0.1844 3.4974 -1.7042 -0.10 -0.04 0.10 -0.033
C 0.9626 4.3253 -2.6033 0.09 0.09 -0.26 -0.011
C -1.9690 4.7416 -1.9859 0.02 0.14 -0.09 -0.152
C -2.0604 4.8293 -3.3759 -0.03 -0.07 0.02 -0.015
C -2.8500 5.8044 -3.9632 0.01 0.04 -0.03 -0.077
C -3.5534 6.7037 -3.1737 -0.04 -0.01 0.01 -0.101
C -3.4774 6.6115 -1.7916 -0.04 0.03 0.03 -0.089
C -2.6915 5.6359 -1.1984 0.02 -0.03 -0.01 -0.021
C -2.7175 2.5410 0.2860 -0.14 0.03 -0.03 -0.172
C -3.7861 1.9162 -0.3489 0.01 0.03 0.00 -0.018
C -4.9762 1.7099 0.3319 -0.07 -0.03 -0.01 -0.074
C -5.1183 2.1478 1.6403 -0.01 0.00 0.08 -0.095
C -4.0582 2.7752 2.2786 0.01 -0.02 -0.05 -0.099
C -2.8612 2.9591 1.6046 0.04 0.02 0.04 -0.039
H 4.4508 0.5655 -2.6105 -0.02 -0.03 -0.01 0.085
H 4.9702 -1.1268 -2.5631 -0.02 0.00 0.01 0.092
H 4.8486 -0.1919 -1.0547 -0.01 -0.06 -0.02 0.088
H 2.0270 -4.2082 -3.7007 0.00 0.02 -0.01 0.116
H 3.1885 -6.3740 -3.5999 0.01 0.02 -0.03 0.101
H 5.1162 -6.6895 -2.0809 -0.01 0.00 0.01 0.095
H 5.8271 -4.8235 -0.6100 0.03 0.00 -0.03 0.098
H 4.6591 -2.6755 -0.6921 -0.04 0.02 0.01 0.105
H 0.2966 -3.7634 -0.4118 0.02 0.04 0.09 0.115
H -1.5025 -5.4282 -0.7694 0.04 0.01 0.01 0.101
H -2.7185 -5.4837 -2.9228 0.02 -0.03 0.02 0.096
H -2.1467 -3.8727 -4.7001 0.00 0.04 0.00 0.101
H -0.3807 -2.1687 -4.3126 0.02 0.02 0.00 0.127
H 3.2191 3.3592 2.7944 0.03 -0.02 -0.05 0.090
H 1.5925 3.6670 2.1537 0.01 -0.01 -0.03 0.092
H 2.9564 3.4740 1.0413 0.02 0.01 0.03 0.070
H 3.3281 -0.8456 4.6689 0.04 0.00 -0.04 0.116
H 3.7352 -0.4871 7.0623 0.01 -0.01 -0.01 0.101
H 3.0764 1.6499 8.1322 0.02 0.00 0.00 0.096
H 1.9947 3.4075 6.7713 -0.03 -0.01 0.01 0.099
H 1.5117 3.0202 4.4017 0.02 0.01 0.01 0.101
H 2.6937 -2.8273 1.3781 -0.04 0.01 -0.03 0.102
H 1.8975 -5.0363 2.1545 -0.01 0.01 0.00 0.099
H 0.2830 -5.1788 4.0271 -0.01 0.00 -0.01 0.095
H -0.5032 -3.1048 5.1316 -0.01 -0.02 -0.01 0.101
H 0.3302 -0.9154 4.3781 -0.08 0.03 -0.02 0.103
H 0.7268 5.3745 -2.4246 0.01 -0.03 0.09 0.101
H 0.7501 4.0837 -3.6423 0.03 -0.06 0.01 0.080
H 2.0190 4.1400 -2.4305 -0.01 0.01 0.03 0.075
H -1.5357 4.1052 -3.9877 0.02 -0.01 -0.01 0.119
H -2.9211 5.8574 -5.0422 0.01 -0.01 0.00 0.102
H -4.1719 7.4651 -3.6320 0.01 0.00 -0.01 0.095
H -4.0320 7.3032 -1.1697 -0.01 0.00 0.00 0.098
H -2.6364 5.5613 -0.1197 0.02 -0.02 0.00 0.113
H -3.6689 1.5731 -1.3695 0.02 -0.02 0.00 0.121
H -5.7946 1.1913 -0.1520 0.01 0.02 -0.04 0.105
H -6.0491 1.9890 2.1704 -0.01 -0.03 -0.02 0.098
H -4.1592 3.1093 3.3036 0.01 -0.03 0.01 0.098
H -2.0209 3.4240 2.1069 0.01 0.00 -0.02 0.113
Cl -6.5530 -3.6564 1.6164 -0.16 -0.08 0.04 0.601
C -5.1386 -2.6822 1.3078 -0.02 -0.01 -0.11 -0.690
C -4.5171 -2.0319 2.3866 0.11 0.01 -0.19 -0.142
C -3.3826 -1.3052 2.1675 -0.08 -0.01 -0.06 -0.570
Cl -2.6343 -0.4717 3.4855 0.08 0.07 0.19 0.707
C -2.7681 -1.1620 0.8641 -0.05 -0.10 -0.06 -0.421
O -1.6895 -0.5523 0.6985 0.04 0.06 0.29 -0.108
C -3.5110 -1.7759 -0.2064 0.20 0.16 0.30 -0.137
C -3.0908 -1.5479 -1.5619 -0.16 -0.11 -0.14 -0.223
O -2.2166 -0.7784 -1.9346 -0.07 -0.04 -0.24 -0.036
C -4.6560 -2.5474 0.0370 0.04 0.03 -0.02 -0.084
H -4.9436 -2.1094 3.3771 0.05 0.01 0.03 0.098
H -3.6509 -2.1309 -2.3231 0.01 0.09 0.01 0.125
H -5.1586 -3.0215 -0.7985 -0.02 -0.02 0.01 0.110
F -0.2859 1.5050 -3.7867 -0.02 0.01 0.07 0.120
B 0.9119 1.5065 -4.5079 0.22 0.19 -0.03 -1.258
F 1.9901 1.9040 -3.6180 -0.15 -0.05 -0.27 0.001
F 0.8351 2.4730 -5.5256 0.02 0.02 -0.01 0.093
F 1.2129 0.2518 -5.0252 -0.05 -0.07 0.03 0.121